Here is a cluster of 3 separate species, C13H20NO9PS in total from the OMol25 dataset. Energies are from wB97M-V/def2-TZVPD.

Calculated values
HOMO level	-8.73	eV
SMILES string	O=C(O)CC[C@@H]1C[C@@H]([PH2]=S)C(=O)N1.O=C1OCCO1.O=C1OCCO1
lowest unoccupied orbital energy	0.24	eV

Last column: natural (NBO) charge in e.
Element x y z (Å)
O: 1.05762 -1.08605 2.97345  -0.57
C: 0.22856 -1.33751 2.14226  0.80
O: 0.34491 -2.46925 1.40765  -0.68
C: -0.95261 -0.43836 1.84912  -0.54
C: -2.23462 -1.15463 1.36191  -0.44
C: -3.53080 -0.67122 2.07553  -0.04
C: -4.40342 -1.85595 2.55208  -0.40
C: -5.07729 -2.22049 1.22767  -0.67
P: -6.30666 -3.56943 1.25968  0.89
S: -6.89881 -4.11956 3.03054  -0.59
C: -5.55589 -0.82072 0.86198  0.71
O: -6.64450 -0.47411 0.49239  -0.53
N: -4.46455 0.04800 1.16885  -0.65
H: -0.18807 -2.40101 0.60197  0.49
H: -0.60096 0.23389 1.06003  0.25
H: -1.16710 0.13460 2.75038  0.24
H: -2.13572 -2.23103 1.52861  0.22
H: -2.37362 -1.01546 0.28549  0.21
H: -3.25602 0.00217 2.88710  0.21
H: -3.92408 -2.66120 3.09879  0.25
H: -5.20162 -1.39049 3.14118  0.23
H: -4.35887 -2.49799 0.44528  0.25
H: -7.34256 -3.17576 0.40134  0.00
H: -5.66816 -4.60003 0.55136  -0.04
H: -4.01919 0.36182 0.31432  0.39
C: 1.94065 2.15161 -1.71917  -0.10
C: 2.33092 1.21910 -0.59295  -0.09
O: 1.22590 0.30070 -0.57331  -0.51
C: 0.63473 0.30852 -1.78826  0.97
O: -0.21020 -0.46580 -2.11726  -0.60
O: 1.12414 1.30027 -2.55058  -0.49
H: 2.77891 2.53262 -2.28156  0.23
H: 1.32726 2.98627 -1.37610  0.19
H: 3.24414 0.66290 -0.80625  0.19
H: 2.43187 1.71185 0.36856  0.22
C: 6.95396 2.80802 -3.57061  -0.10
C: 7.64082 2.24542 -2.34088  -0.10
O: 6.81603 2.74533 -1.28039  -0.48
C: 5.59280 3.00565 -1.78056  0.97
O: 4.63241 3.27040 -1.12800  -0.60
O: 5.59494 2.91963 -3.12821  -0.49
H: 7.01397 2.15932 -4.43956  0.21
H: 7.31647 3.80210 -3.83500  0.19
H: 7.62150 1.15515 -2.31304  0.19
H: 8.66283 2.59073 -2.21577  0.21

Atoms 1-6, force components in eV/Å:
-0.29 -0.06 -0.09
0.40 0.10 0.30
-0.01 0.16 -0.28
-0.35 -0.24 -0.48
-0.17 0.11 0.22
0.36 -0.41 -0.51

Here is a structure of composition C24H8CoF4N6O4 from the OMol25 dataset. Energies are from wB97M-V/def2-TZVPD.

Calculated values
HOMO level (spin up / spin down)	-1.91 / -1.93	eV
net charge	-2
2S+1	4
lowest unoccupied orbital energy (spin up / spin down)	4.29 / 3.86	eV
ΔE to the lowest compared entry with this formula, charge and spin	0.0	kJ/mol

Last column: natural (NBO) charge in e.
Element x y z (Å)
Co: -0.43939 0.12624 3.10608  1.23
O: -4.99729 3.43047 1.73730  -0.70
C: -4.63255 2.75557 0.66149  0.79
O: -5.20633 2.87745 -0.39661  -0.61
C: -3.47143 1.83177 0.79878  -0.28
C: -2.94313 1.09634 -0.24290  0.04
N: -1.92169 0.38897 0.25288  -0.29
N: -1.73804 0.62179 1.55173  -0.33
C: -2.65829 1.50011 1.90774  0.05
C: -2.65720 1.88046 3.37059  0.78
O: -3.51422 2.68043 3.77273  -0.69
O: -1.75701 1.33301 4.07845  -0.78
H: -4.44271 3.19291 2.54733  0.51
H: -3.22312 1.05613 -1.28554  0.26
H: -1.30978 -0.25362 -0.22891  0.44
C: -0.11324 -1.54679 2.54226  -0.27
C: 0.01361 -2.46165 1.51854  -0.18
C: 0.71095 -2.13128 0.31046  -0.26
C: 0.75852 -3.01676 -0.74507  -0.20
C: 0.14571 -4.27071 -0.65778  -0.25
C: -0.50644 -4.63033 0.52684  -0.22
C: -0.57443 -3.76402 1.59449  -0.24
H: 1.21600 -1.17167 0.24627  0.23
H: 1.28486 -2.73556 -1.64882  0.22
H: 0.17606 -4.95108 -1.49855  0.20
H: -0.97077 -5.60631 0.60632  0.20
H: -1.08855 -4.04680 2.50568  0.20
F: 4.77266 0.20148 -0.73010  -0.31
C: 3.53412 0.62160 -1.03181  0.32
C: 3.07038 0.35170 -2.30499  0.34
F: 3.91012 -0.28909 -3.13498  -0.32
C: 1.77600 0.65028 -2.73969  -0.12
C: 1.04667 1.35744 -1.77913  0.33
C: 1.51287 1.62344 -0.50756  0.30
F: 0.69603 2.31119 0.31503  -0.32
C: 2.76201 1.22645 -0.04726  -0.14
C: 3.14473 1.30912 1.38308  -0.51
C: 2.15041 1.19320 2.33335  0.50
N: 1.28432 1.04748 3.10146  -0.66
C: 4.48224 1.31987 1.86017  0.32
N: 5.56423 1.35523 2.27238  -0.44
F: -0.17163 1.83870 -2.09213  -0.32
C: 1.22399 0.24965 -4.02295  -0.53
C: -0.17840 0.21920 -4.25136  0.32
N: -1.31995 0.16290 -4.45527  -0.47
C: 2.00360 -0.26124 -5.09536  0.32
N: 2.59550 -0.67367 -6.00465  -0.47

Atoms 1-6, force components in eV/Å:
-0.40 -0.20 0.39
0.02 0.04 0.29
0.17 -0.16 -0.17
-0.02 0.01 0.04
-0.04 0.19 0.19
-0.05 0.00 -0.22

E values (in eV) by entry order: -53847.4505, -90644.9481.
Max |F| values (in eV/A) by entry order: 1.04, 0.62.